Molecular formula: C21H24N4O2
Method: DFT, ωB97M-V with the def2-TZVPD basis set

The value obtained for the max |F| is 0.96 eV/Å. Its LUMO energy is 0.771 eV. The energy comes out at -1184.15865 Ha. The charge is 0. As for the SMILES: COc1ccc(C(=O)Nc2ccc3c(c2)nc(CN2CCCC2)n3C)cc1. Its gap between HOMO and LUMO is 8.5 eV. The energy relative to the best compared isomer or geometry (same formula, charge and spin) comes out at 151.7 kJ/mol.

Last columns: bonded neighbours and bond lengths (Å).
Geometry (Å):
1 C 0.6920 2.3860 -0.5150  H6 1.080, C28 1.378, C50 1.386
2 C -4.6956 -0.2444 0.3064  C7 1.395, C9 1.390, C29 1.493
3 C -0.2392 -0.0333 0.6751  C10 1.389, H12 1.075, C14 1.385
4 C -7.4689 -0.0892 -0.0205  O5 1.358, C21 1.397, C31 1.392
5 O -8.8048 0.1033 -0.1729  C4 1.358, C39 1.408
6 H 1.0312 3.3072 -0.9647  C1 1.080
7 C -5.3517 0.9820 0.4080  C2 1.395, H13 1.081, C21 1.377
8 N 2.1892 -0.4159 1.1352  C10 1.370, C17 1.303
9 C -5.4524 -1.3857 0.0674  C2 1.390, H23 1.080, C31 1.382
10 C 1.1136 0.2811 0.6500  C3 1.389, N8 1.370, C50 1.415
11 H 7.4956 0.1445 -0.3550  C30 1.096
12 H -0.5909 -0.9461 1.1216  C3 1.075
13 H -4.8060 1.8836 0.6490  C7 1.081
14 C -1.1145 0.8733 0.0995  C3 1.385, C28 1.406, N36 1.401
15 H 4.6715 -0.5862 -1.8559  C19 1.094
16 H 6.7072 -1.7454 -2.1206  C45 1.091
17 C 3.2367 0.3097 0.8619  N8 1.303, N35 1.367, C41 1.490
18 H 7.1264 -0.1962 1.3468  C30 1.090
19 C 4.9925 -1.1101 -0.9505  H15 1.094, C45 1.536, H47 1.094, N49 1.470
20 H -10.6369 -0.6227 -0.5066  C39 1.089
21 C -6.7176 1.0576 0.2496  C4 1.397, C7 1.377, H48 1.079
22 H 4.5760 -1.0338 1.7575  C41 1.101
23 H -4.9436 -2.3363 0.0153  C9 1.080
24 H -7.3720 -2.2254 -0.2995  C31 1.078
25 H 3.9086 3.3007 0.4778  C33 1.094
26 O -2.7452 -1.4318 0.9383  C29 1.214
27 H 3.5179 2.8761 -1.2011  C33 1.090
28 C -0.6472 2.0641 -0.4845  C1 1.378, C14 1.406, H37 1.082
29 C -3.2232 -0.4114 0.4859  C2 1.493, O26 1.214, N36 1.365
30 C 6.8671 -0.4496 0.3188  H11 1.096, H18 1.090, C38 1.528, N49 1.461
31 C -6.8216 -1.3185 -0.1054  C4 1.392, C9 1.382, H24 1.078
32 H 5.8066 -3.0892 -1.4041  C45 1.088
33 C 3.8535 2.4791 -0.2426  H25 1.094, H27 1.090, N35 1.435, H43 1.089
34 H -3.0214 1.4203 -0.3581  N36 1.010
35 N 2.9365 1.4700 0.2042  C17 1.367, C33 1.435, C50 1.372
36 N -2.5003 0.6700 0.0728  C14 1.401, C29 1.365, H34 1.010
37 H -1.3640 2.7466 -0.9210  C28 1.082
38 C 7.0330 -1.9354 0.0012  C30 1.528, H44 1.088, C45 1.526, H51 1.091
39 C -9.6237 -1.0134 -0.4262  O5 1.408, H20 1.089, H42 1.094, H46 1.095
40 H 5.0499 0.6809 1.8955  C41 1.096
41 C 4.6307 -0.0742 1.2208  C17 1.490, H22 1.101, H40 1.096, N49 1.457
42 H -9.5795 -1.7378 0.3930  C39 1.094
43 H 4.8378 2.0284 -0.3616  C33 1.089
44 H 8.0693 -2.2154 -0.1752  C38 1.088
45 C 6.1546 -2.0718 -1.2386  H16 1.091, C19 1.536, H32 1.088, C38 1.526
46 H -9.3512 -1.5069 -1.3645  C39 1.095
47 H 4.1303 -1.6511 -0.5498  C19 1.094
48 H -7.2373 1.9990 0.3351  C21 1.079
49 N 5.4710 -0.1271 0.0317  C19 1.470, C30 1.461, C41 1.457
50 C 1.5721 1.4820 0.0575  C1 1.386, C10 1.415, N35 1.372
51 H 6.6378 -2.5411 0.8182  C38 1.091


Molecular formula: C21H24N4O4
Method: DFT, ωB97M-V with the def2-TZVPD basis set

The value obtained for the max |F| is 0.68 eV/Å. Its LUMO energy is 0.677 eV. The energy comes out at -1334.70348 Ha. The charge is 0. As for the SMILES: COc1ccc(CCNC(=O)CCNC(=O)N2CC(=O)Nc3ccccc32)cc1. Its gap between HOMO and LUMO is 8.8 eV. The energy relative to the best compared isomer or geometry (same formula, charge and spin) comes out at 36.7 kJ/mol.

Last columns: bonded neighbours and bond lengths (Å).
Geometry (Å):
1 H -1.5630 -1.3032 4.0064  C44 1.080
2 N -1.1077 -2.5664 1.6122  C13 1.446, H18 1.012, C38 1.374
3 O -2.6119 1.5855 -1.1917  C36 1.211
4 H -1.9029 -1.4570 -3.5137  C37 1.092
5 H 0.8837 -3.7691 -0.8650  C49 1.089
6 C 0.6392 1.6067 -2.2929  H8 1.080, C39 1.384, C53 1.386
7 H -0.6440 0.4816 -4.3812  C29 1.090
8 H -0.3097 2.0885 -2.4794  C6 1.080
9 C -1.4942 0.0792 2.3805  N17 1.403, C20 1.402, C44 1.389
10 H -0.0477 -4.3435 1.4514  C13 1.093
11 H 2.5688 3.0983 1.0737  C34 1.095
12 C 3.0442 0.3552 -1.7829  H19 1.079, C35 1.379, C43 1.393
13 C -0.5034 -3.5960 0.7969  N2 1.446, H10 1.093, H27 1.092, C49 1.543
14 O -0.1258 -0.7201 -0.2905  C26 1.219
15 N -1.3336 1.7424 0.6534  C20 1.387, H21 1.012, C36 1.355
16 H 0.0402 -0.0349 5.3906  C31 1.079
17 N -2.3926 -0.6091 1.5508  C9 1.403, C38 1.386, C40 1.449
18 H -0.4376 -1.9925 2.1079  N2 1.012
19 H 3.9883 -0.1210 -1.5685  C12 1.079
20 C -0.9626 1.2885 1.9107  C9 1.402, N15 1.387, C24 1.388
21 H -0.7125 2.3801 0.1728  N15 1.012
22 H -1.5908 -0.2735 -2.2251  C37 1.091
23 H -0.3792 -2.9267 -2.5145  N52 1.007
24 C -0.0655 1.9982 2.6962  C20 1.388, H42 1.080, C46 1.384
25 H 3.2991 4.0637 -0.2441  C34 1.095
26 C -0.0365 -1.7943 -0.8596  O14 1.219, C49 1.523, N52 1.341
27 H -1.3102 -4.0586 0.2238  C13 1.092
28 H 4.3257 3.3829 1.0406  C34 1.089
29 C -0.1064 -0.2602 -3.7897  H7 1.090, H32 1.092, C37 1.538, C53 1.501
30 H 1.2906 3.1286 -0.9491  C39 1.080
31 C -0.2361 0.3337 4.4147  H16 1.079, C44 1.385, C46 1.385
32 H 0.3701 -0.9727 -4.4670  C29 1.092
33 H 2.3850 -1.1472 -3.1383  C35 1.081
34 C 3.4444 3.2084 0.4248  H11 1.095, H25 1.095, H28 1.089, O50 1.404
35 C 2.1408 -0.2095 -2.6578  C12 1.379, H33 1.081, C53 1.389
36 C -2.3718 1.2382 -0.0561  O3 1.211, N15 1.355, C40 1.523
37 C -1.1272 -0.9923 -2.9020  H4 1.092, H22 1.091, C29 1.538, N52 1.446
38 C -2.1511 -1.8761 1.0449  N2 1.374, N17 1.386, O48 1.214
39 C 1.5384 2.1852 -1.4137  C6 1.384, H30 1.080, C43 1.390
40 C -3.2240 0.2568 0.7386  N17 1.449, C36 1.523, H41 1.092, H45 1.097
41 H -3.7992 -0.3673 0.0522  C40 1.092
42 H 0.3474 2.9240 2.3223  C24 1.080
43 C 2.7485 1.5575 -1.1441  C12 1.393, C39 1.390, O50 1.367
44 C -1.1324 -0.3837 3.6395  H1 1.080, C9 1.389, C31 1.385
45 H -3.9105 0.8198 1.3829  C40 1.097
46 C 0.3004 1.5194 3.9420  C24 1.384, C31 1.385, H47 1.079
47 H 1.0028 2.0746 4.5445  C46 1.079
48 O -2.8701 -2.3615 0.1953  C38 1.214
49 C 0.5573 -3.0080 -0.1572  H5 1.089, C13 1.543, C26 1.523, H51 1.092
50 O 3.7055 2.0273 -0.2890  C34 1.404, C43 1.367
51 H 1.4158 -2.6670 0.4251  C49 1.092
52 N -0.4992 -2.0176 -2.0988  H23 1.007, C26 1.341, C37 1.446
53 C 0.9232 0.4048 -2.9225  C6 1.386, C29 1.501, C35 1.389


Molecular formula: C21H24N4O5S2
Method: DFT, ωB97M-V with the def2-TZVPD basis set

The value obtained for the max |F| is 1.45 eV/Å. Its LUMO energy is 0.416 eV. The energy comes out at -2206.19232 Ha. The charge is 0. As for the SMILES: COc1ccc(OC)c(-n2c(SCC(C)=O)nnc2-c2cccc(S(=O)(=O)N(C)C)c2)c1. Its gap between HOMO and LUMO is 8.6 eV. The energy relative to the best compared isomer or geometry (same formula, charge and spin) comes out at 82.6 kJ/mol.

Last columns: bonded neighbours and bond lengths (Å).
Geometry (Å):
1 H -5.6261 1.5061 -1.1329  C20 1.087
2 H -2.9130 -1.4704 -0.4368  C45 1.087
3 C -0.2431 2.1392 0.1166  C14 1.447, C24 1.398, C50 1.394
4 H -0.8574 -5.0407 -1.7250  C53 1.094
5 S -3.9405 0.6714 0.7369  C6 1.793, N10 1.674, O23 1.434, O30 1.432
6 C -2.6017 1.8064 0.3684  S5 1.793, C27 1.381, C50 1.378
7 H 7.0976 2.1687 -0.3557  C34 1.087
8 C 0.6280 -1.4557 1.5993  O16 1.359, C17 1.386, C52 1.405
9 H -4.1870 1.5097 -2.1924  C20 1.098
10 N -4.3240 -0.0216 -0.7376  S5 1.674, C20 1.441, C45 1.440
11 O 5.0058 0.3708 -1.9181  C56 1.201
12 H 6.3257 2.5677 -1.9158  C34 1.086
13 C 0.8510 -1.3873 3.9618  O16 1.408, H26 1.094, H35 1.094, H39 1.089
14 C 1.1323 1.7003 0.2200  C3 1.447, N31 1.377, N32 1.310
15 H -1.0991 -4.1123 0.4426  C54 1.078
16 O 1.1125 -0.8211 2.6993  C8 1.359, C13 1.408
17 C -0.0799 -2.6472 1.5872  C8 1.386, H33 1.077, C54 1.387
18 H 5.4773 2.8766 -0.3891  C34 1.089
19 H 0.5982 -0.8566 -1.7520  C48 1.078
20 C -4.9293 0.8801 -1.6843  H1 1.087, H9 1.098, N10 1.441, H37 1.090
21 H -1.9828 4.9310 -0.7119  C55 1.079
22 H -3.7554 -1.5659 -2.0005  C45 1.090
23 O -3.4364 -0.3772 1.5756  S5 1.434
24 C -0.5023 3.4457 -0.3091  C3 1.398, H29 1.079, C55 1.382
25 H 6.3346 -0.5965 0.4133  C47 1.091
26 H -0.2245 -1.4604 4.1485  C13 1.094
27 C -2.8656 3.0942 -0.0548  C6 1.381, H38 1.078, C55 1.388
28 H 5.6381 0.8332 1.2307  C47 1.088
29 H 0.3370 4.0744 -0.5610  C24 1.079
30 O -5.0882 1.4115 1.1678  S5 1.432
31 N 1.5704 0.4024 0.3624  C14 1.377, C43 1.361, C52 1.411
32 N 2.1649 2.5068 0.2256  C14 1.310, N44 1.333
33 H -0.2882 -3.1689 2.5065  C17 1.077
34 C 6.1608 2.2040 -0.9056  H7 1.087, H12 1.086, H18 1.089, C56 1.500
35 H 1.3123 -2.3750 4.0583  C13 1.094
36 S 3.9929 -0.8133 0.6454  C43 1.728, C47 1.820
37 H -5.4761 0.3039 -2.4312  C20 1.090
38 H -3.8863 3.4397 -0.0921  C27 1.078
39 H 1.2993 -0.7075 4.6841  C13 1.089
40 H -1.1816 0.3180 0.8324  C50 1.076
41 H -2.4891 -0.3415 -1.7488  C45 1.098
42 H -2.3897 -4.1428 -1.5181  C53 1.095
43 C 2.9219 0.5298 0.4628  N31 1.361, S36 1.728, N44 1.310
44 N 3.2773 1.7881 0.3781  N32 1.333, C43 1.310
45 C -3.3079 -0.8929 -1.2688  H2 1.087, N10 1.440, H22 1.090, H41 1.098
46 C -0.3130 -2.5516 -0.8128  C48 1.395, O49 1.361, C54 1.388
47 C 5.5268 0.1364 0.4025  H25 1.091, H28 1.088, S36 1.820, C56 1.523
48 C 0.4053 -1.3559 -0.8159  H19 1.078, C46 1.395, C52 1.380
49 O -0.7395 -2.9903 -2.0283  C46 1.361, C53 1.408
50 C -1.3161 1.3194 0.4610  C3 1.394, C6 1.378, H40 1.076
51 H -1.6867 -4.3524 -3.1414  C53 1.089
52 C 0.8584 -0.8157 0.3701  C8 1.405, N31 1.411, C48 1.380
53 C -1.4571 -4.2002 -2.0881  H4 1.094, H42 1.095, O49 1.408, H51 1.089
54 C -0.5468 -3.1879 0.3989  H15 1.078, C17 1.387, C46 1.388
55 C -1.7989 3.9176 -0.3890  H21 1.079, C24 1.382, C27 1.388
56 C 5.5048 0.8558 -0.9395  O11 1.201, C34 1.500, C47 1.523